C31H18Br2HgI2N7OS2 as an isolated structure, computed with the ωB97M-V functional and the def2-TZVPD basis.

Summary:
HOMO level (alpha / beta), eV: -0.72 / -2.30
Expectation value of S²: 0.772
Multiplicity: 2
Charge: -2

XYZ file:
```
64
Properties=species:S:1:pos:R:3:forces:R:3
Hg -0.597 -0.591 0.936 -0.065 0.147 -0.054
Br -7.200 0.932 -1.145 0.026 -0.003 0.010
C -5.486 0.385 -0.499 -0.006 -0.028 -0.057
C -5.196 0.561 0.865 0.016 -0.002 -0.017
C -3.930 0.156 1.259 0.019 0.025 0.086
N -3.021 -0.362 0.452 -0.109 0.016 -0.033
C -3.307 -0.530 -0.876 0.046 -0.047 -0.063
C -4.590 -0.149 -1.370 -0.041 -0.010 0.061
C -2.273 -1.045 -1.706 0.028 0.005 0.003
C -2.426 -1.217 -3.112 -0.009 -0.008 0.051
C -1.390 -1.718 -3.835 0.036 0.008 0.031
Br -1.578 -1.929 -5.715 0.004 0.009 -0.022
C -0.169 -2.068 -3.233 -0.036 -0.003 -0.022
C -0.072 -1.836 -1.879 0.028 -0.044 0.046
N -1.064 -1.352 -1.128 0.025 -0.012 -0.117
H -5.907 0.984 1.558 0.010 -0.004 0.008
H -3.620 0.261 2.296 -0.012 0.007 -0.004
H -4.847 -0.259 -2.413 0.008 0.005 -0.006
H -3.339 -0.928 -3.608 -0.012 -0.007 0.005
H 0.670 -2.439 -3.800 -0.007 0.011 0.004
H 0.856 -2.032 -1.353 -0.039 0.028 -0.007
I 3.094 0.144 -4.026 -0.036 0.012 -0.030
C 1.206 1.034 -3.873 0.064 -0.041 0.075
C 0.505 1.373 -5.023 -0.020 0.040 0.016
C -0.756 1.910 -4.938 -0.019 -0.022 -0.085
I -1.749 2.370 -6.729 0.005 -0.009 0.007
C -1.370 2.125 -3.678 0.003 -0.003 0.060
C -2.675 2.636 -3.497 0.005 0.012 0.016
C -3.179 2.798 -2.237 0.018 0.013 -0.006
C -2.373 2.456 -1.139 0.070 0.017 -0.021
N -1.163 1.968 -1.265 -0.017 -0.014 -0.026
C -0.650 1.786 -2.500 0.006 0.011 -0.022
C 0.695 1.169 -2.556 -0.077 -0.153 0.146
O 1.273 0.771 -1.527 0.095 0.168 -0.085
H 0.957 1.202 -5.991 -0.003 -0.002 -0.007
H -3.272 2.888 -4.365 0.005 -0.007 -0.001
H -4.185 3.166 -2.079 0.006 0.001 0.003
H -2.748 2.568 -0.126 -0.017 0.006 0.023
S -0.766 -1.706 3.238 -0.026 -0.001 0.060
C 0.588 -0.865 3.944 0.038 -0.080 -0.015
C 1.223 -1.480 5.029 0.011 0.014 0.005
C 2.343 -0.947 5.650 -0.074 -0.038 -0.031
C 2.952 -1.643 6.743 0.073 -0.022 0.065
N 3.443 -2.206 7.619 -0.036 -0.006 -0.016
C 2.868 0.264 5.176 -0.003 0.055 -0.015
C 2.248 0.894 4.108 -0.025 -0.019 -0.018
C 1.115 0.374 3.469 0.069 -0.023 0.034
S 0.487 1.288 2.129 -0.048 0.044 -0.021
C 4.038 0.845 5.762 0.067 0.011 0.021
N 4.985 1.315 6.220 -0.015 0.010 -0.013
H 0.831 -2.425 5.381 -0.006 0.006 0.003
H 2.663 1.821 3.735 0.000 0.009 0.002
C 5.156 -0.061 1.131 0.014 0.004 0.007
N 3.994 -0.914 1.204 0.035 0.068 -0.120
C 3.780 -1.948 2.084 0.004 -0.045 0.145
C 2.523 -2.400 1.822 -0.142 0.060 -0.106
N 1.962 -1.669 0.798 0.333 -0.151 -0.011
C 2.878 -0.790 0.450 -0.292 0.033 0.072
H 5.286 0.493 2.062 -0.004 0.004 0.011
H 5.013 0.646 0.317 -0.004 0.007 0.003
H 6.055 -0.647 0.935 0.000 -0.002 0.002
H 4.511 -2.232 2.824 -0.014 0.016 -0.023
H 1.962 -3.170 2.327 0.025 -0.008 -0.011
H 2.737 -0.025 -0.305 0.025 -0.069 0.001
```
Positions in Å, forces in eV/Å.

Now the Löwdin charges, all in e: atom 1 (Hg): 0.78, atom 2 (Br): 0.66, atom 3 (C): -0.71, atom 4 (C): -0.15, atom 5 (C): -0.18, atom 6 (N): 0.01, atom 7 (C): -0.26, atom 8 (C): -0.10, atom 9 (C): -0.24, atom 10 (C): -0.08, atom 11 (C): -0.68, atom 12 (Br): 0.69, atom 13 (C): -0.14, atom 14 (C): -0.16, atom 15 (N): -0.01, atom 16 (H): 0.08, atom 17 (H): 0.10, atom 18 (H): 0.09, atom 19 (H): 0.09, atom 20 (H): 0.08, atom 21 (H): 0.09, atom 22 (I): 0.80, atom 23 (C): -0.66, atom 24 (C): -0.28, atom 25 (C): -0.70, atom 26 (I): 0.79, atom 27 (C): -0.23, atom 28 (C): -0.07, atom 29 (C): -0.07, atom 30 (C): -0.16, atom 31 (N): 0.14, atom 32 (C): -0.15, atom 33 (C): -0.49, atom 34 (O): -0.14, atom 35 (H): 0.07, atom 36 (H): 0.05, atom 37 (H): 0.10, atom 38 (H): 0.10, atom 39 (S): 0.47, atom 40 (C): -0.74, atom 41 (C): -0.10, atom 42 (C): -0.22, atom 43 (C): -0.20, atom 44 (N): 0.13, atom 45 (C): -0.22, atom 46 (C): -0.10, atom 47 (C): -0.72, atom 48 (S): 0.52, atom 49 (C): -0.20, atom 50 (N): 0.13, atom 51 (H): 0.10, atom 52 (H): 0.10, atom 53 (C): -0.02, atom 54 (N): -0.13, atom 55 (C): -0.09, atom 56 (C): -0.16, atom 57 (N): 0.02, atom 58 (C): -0.17, atom 59 (H): 0.09, atom 60 (H): 0.09, atom 61 (H): 0.08, atom 62 (H): 0.11, atom 63 (H): 0.09, atom 64 (H): 0.10

C6H19NSi3 as an isolated structure, computed with the ωB97M-V functional and the def2-TZVPD basis.

Summary:
HOMO level, eV: -7.76

XYZ file:
```
29
Properties=species:S:1:pos:R:3:forces:R:3
C -1.175 0.403 2.698 -1.326 -2.281 -0.319
C -2.500 -2.446 1.606 2.803 -2.108 1.037
C 0.556 -2.249 2.076 -1.905 -1.219 0.538
C 0.188 2.395 -2.437 -0.463 -1.639 0.919
C 0.541 -0.353 -2.946 -2.516 0.061 1.208
C 2.768 1.103 -1.110 -0.255 1.029 -3.183
N 0.167 0.400 -0.128 0.517 -0.634 -0.796
Si -0.630 1.338 0.878 -3.075 -0.328 1.041
Si -1.104 -1.413 2.306 0.830 2.246 -0.862
Si 0.944 0.844 -1.575 -0.669 0.515 0.115
H -0.338 0.873 3.163 0.541 -0.161 0.960
H -2.174 0.752 3.087 1.166 -0.174 -0.661
H -2.038 -3.513 1.521 -0.709 1.861 -0.542
H -3.232 -2.633 2.321 -1.565 0.049 1.554
H -2.999 -2.106 0.749 -0.276 0.496 -1.457
H 1.130 -2.332 2.968 0.341 -0.169 0.940
H 0.380 -3.257 1.653 0.302 0.556 0.125
H 1.119 -1.643 1.435 0.706 1.007 -1.381
H 0.642 2.750 -3.321 0.785 0.165 -1.147
H -0.846 2.078 -2.701 0.507 0.519 0.424
H 0.236 3.183 -1.735 -0.499 1.229 0.772
H 0.533 -1.319 -2.478 0.365 -0.942 -0.363
H -0.515 -0.200 -3.366 1.325 0.018 0.852
H 1.175 -0.206 -3.749 1.569 -0.288 -1.688
H 2.902 2.202 -0.990 0.172 -0.607 -0.331
H 3.116 0.665 -0.237 0.331 -1.110 1.668
H 3.378 0.708 -1.979 -0.250 0.754 0.914
H -2.170 1.524 0.663 1.047 0.499 -0.246
H -0.056 2.453 1.626 0.201 0.657 -0.090
```
Positions in Å, forces in eV/Å.

Now the Löwdin charges, all in e: atom 1 (C): -0.40, atom 2 (C): -0.17, atom 3 (C): -0.18, atom 4 (C): -0.19, atom 5 (C): -0.20, atom 6 (C): -0.18, atom 7 (N): -0.30, atom 8 (Si): 0.32, atom 9 (Si): 0.84, atom 10 (Si): 0.27, atom 11 (H): -0.03, atom 12 (H): 0.03, atom 13 (H): 0.08, atom 14 (H): 0.00, atom 15 (H): 0.02, atom 16 (H): 0.02, atom 17 (H): 0.04, atom 18 (H): 0.00, atom 19 (H): 0.00, atom 20 (H): 0.04, atom 21 (H): -0.01, atom 22 (H): 0.00, atom 23 (H): 0.06, atom 24 (H): -0.01, atom 25 (H): 0.03, atom 26 (H): -0.03, atom 27 (H): 0.04, atom 28 (H): -0.04, atom 29 (H): -0.05